{
  "formula": "C8H19NO",
  "method": "ωB97M-V with the def2-TZVPD basis set",
  "max_force_ev_per_a": 3.0,
  "lumo_energy_ev": 0.732,
  "e_tot_ha": -446.1166,
  "orbital_gap_ev": 8.898,
  "relative_energy_ev": 3.1601,
  "species": ["H", "C", "C", "H", "H", "H", "C", "H", "H", "H", "C", "H", "H", "H", "H", "H", "H", "O", "C", "H", "H", "C", "H", "C", "H", "H", "N", "C", "H"],
  "positions_angstrom": [[0.89, 0.20, 0.72], [-1.69, -0.56, -2.25], [2.48, -1.12, 1.02], [-0.91, -0.85, -2.94], [1.51, 0.22, 3.15], [-0.65, 2.40, 0.51], [-2.20, -0.13, 0.20], [-1.76, -0.05, 1.19], [3.21, -0.38, 1.36], [-1.41, 2.48, -1.06], [0.82, -0.50, 2.70], [0.23, 3.08, -0.87], [2.60, -1.27, -0.05], [-0.19, -0.12, 2.82], [0.92, -1.45, 3.23], [-2.94, -0.94, 0.23], [-2.09, 0.41, -2.54], [-0.47, -1.63, -0.50], [0.06, 0.92, -0.88], [-2.70, 0.80, -0.06], [2.67, -2.07, 1.52], [1.13, 0.77, -1.67], [0.27, -1.38, 0.51], [-0.46, 2.29, -0.56], [1.47, -0.22, -1.94], [-2.48, -1.31, -2.29], [1.10, -0.70, 1.28], [-1.13, -0.52, -0.83], [1.74, 1.60, -2.00]],
  "nbo_charge": [0.444, -0.640, -0.411, 0.219, 0.188, 0.206, -0.659, 0.190, 0.188, 0.219, -0.407, 0.207, 0.225, 0.212, 0.204, 0.218, 0.201, -0.826, -0.088, 0.203, 0.204, -0.439, 0.482, -0.671, 0.201, 0.211, -0.644, 0.377, 0.186]
}